Here is 10 unconnected molecules or ions with the total composition C23H26Cl37N2O at a distorted geometry from the Open Molecules 2025 dataset. Energies are from ωB97M-V with the def2-TZVPD basis set.

* M: 1658.2 g mol⁻¹
* net charge: +1
* calculated total energy: -492620.7173 eV
* LUMO energy: -2.615 eV
* spin multiplicity: 1
* Kohn-Sham gap: 10.0 eV
* HOMO: -12.626 eV

Atoms and positions in Å:
C: -1.6166 2.5772 3.8557
C: -2.2268 1.3702 3.1280
C: -1.9011 1.2974 1.6433
N: -2.3810 0.0571 0.9494
C: -2.0238 -1.2463 1.5678
C: -2.7787 -2.3694 0.8778
O: -3.2660 -2.2925 -0.1967
Cl: -2.8946 -3.8408 1.8455
C: -1.8425 0.2631 -0.4425
C: -2.2835 1.7339 -0.6869
C: -2.2742 2.4722 0.6701
C: -3.6784 3.0307 1.0538
C: -4.8170 2.0704 0.7921
N: -5.5273 1.4651 1.6509
C: -1.2561 3.6342 0.8411
C: -0.7597 4.3395 -0.4349
C: -1.8681 4.8000 -1.4066
C: 0.3657 3.5508 -1.1501
H: -0.5782 2.6994 3.5451
H: -2.1215 3.5169 3.6467
H: -1.5992 2.3811 4.9250
H: -3.3016 1.3517 3.3205
H: -1.8310 0.4793 3.6206
H: -0.8107 1.2623 1.5442
H: -3.3979 0.0178 0.8033
H: -0.9526 -1.4260 1.4376
H: -2.2485 -1.2891 2.6296
H: -2.3797 -0.3252 -1.1786
H: -0.7722 0.0781 -0.5008
H: -3.2732 1.6238 -1.1296
H: -1.6935 2.1428 -1.5007
H: -3.8751 3.9305 0.4645
H: -3.6829 3.3547 2.0946
H: -5.0574 1.8789 -0.2552
H: -5.2408 1.7492 2.5917
H: -0.3746 3.2917 1.3870
H: -1.7341 4.3880 1.4693
H: -0.2786 5.2536 -0.0796
H: -1.4932 4.7256 -2.4296
H: -2.1104 5.8523 -1.2632
H: -2.7789 4.2071 -1.3603
H: 0.7691 2.7495 -0.5270
H: 1.1733 4.2291 -1.4160
H: 0.0095 3.1122 -2.0843
C: -1.2155 -4.7691 -2.8905
Cl: -0.3563 -6.2329 -3.3652
Cl: -0.2032 -3.3584 -3.2165
Cl: -2.7361 -4.6438 -3.7899
Cl: -1.5804 -4.8082 -1.1616
C: 1.9958 -0.3882 4.1336
Cl: 1.6777 1.3464 4.1930
Cl: 0.7963 -1.1346 3.0438
Cl: 3.6172 -0.6796 3.5180
Cl: 1.8260 -1.0910 5.7405
C: 3.3344 -3.0387 -0.5694
Cl: 2.6024 -3.1105 -2.1870
Cl: 3.6436 -4.6799 -0.0061
Cl: 4.8391 -2.1245 -0.6171
Cl: 2.1971 -2.2387 0.5266
C: 2.8952 1.6171 -3.1421
Cl: 3.2226 2.7420 -1.8179
Cl: 4.2228 1.6597 -4.3008
Cl: 2.7320 -0.0294 -2.5101
Cl: 1.3800 2.0590 -3.9472
C: 8.1073 -4.7353 0.1917
Cl: 7.3337 -4.8230 -1.3953
Cl: 8.5121 -6.3621 0.7436
Cl: 9.5767 -3.7640 0.0764
Cl: 6.9942 -3.9826 1.3444
C: 6.7475 -2.8340 -5.2280
Cl: 5.4295 -2.9268 -4.0509
Cl: 6.9530 -4.4064 -6.0035
Cl: 6.3574 -1.6167 -6.4470
Cl: 8.2398 -2.3842 -4.3975
C: -2.9991 0.0671 -4.4551
Cl: -2.0732 -0.4282 -5.8688
Cl: -2.1979 1.4384 -3.6736
Cl: -4.6418 0.4962 -4.9284
Cl: -3.0285 -1.2458 -3.2739
C: 2.4395 5.7033 4.5233
Cl: 3.8625 5.3371 3.5455
Cl: 2.8949 5.8055 6.2231
Cl: 1.7339 7.2322 4.0002
Cl: 1.2437 4.4074 4.3158
C: -2.7422 -8.4467 0.5598
Cl: -3.5436 -7.7529 -0.8536
Cl: -3.0206 -10.1863 0.6039
Cl: -1.0059 -8.1263 0.4707
Cl: -3.4000 -7.7104 2.0303

Forces on the atoms, in the same order (eV/Å):
0.359 -0.260 -0.416
-0.281 0.032 0.295
0.496 0.960 0.342
0.235 -0.983 -0.635
0.163 -0.424 -0.100
-0.133 -0.363 0.151
-0.215 0.176 -0.027
0.224 0.392 -0.146
-0.701 1.154 -0.701
0.441 -0.691 -0.259
-0.541 -0.197 0.707
-0.250 -0.139 -0.556
-0.019 0.119 0.176
0.248 0.057 -0.017
-0.165 0.098 -0.390
0.224 -0.045 -0.028
0.426 0.064 -0.153
-0.825 0.273 0.122
-0.101 -0.007 0.021
-0.123 -0.018 0.092
-0.169 0.133 0.051
-0.040 -0.048 -0.175
0.080 -0.021 -0.094
0.026 -0.459 0.149
-0.070 0.500 0.450
-0.213 0.052 -0.109
-0.057 0.295 -0.001
0.316 -0.446 0.457
0.069 -0.016 0.375
-0.084 0.426 0.217
0.159 0.282 0.700
0.100 -0.015 -0.060
0.022 -0.124 0.063
-0.051 -0.017 0.011
-0.133 -0.069 0.050
0.021 0.012 -0.005
0.041 -0.021 0.104
-0.051 -0.037 0.147
-0.074 0.014 -0.031
-0.222 -0.068 0.151
-0.056 0.028 0.021
0.051 0.082 -0.015
-0.076 -0.073 0.016
0.096 -0.003 0.199
-0.101 -0.042 -0.071
-0.065 0.071 0.073
-0.425 0.026 -0.292
0.124 -0.104 0.017
0.137 -0.100 0.023
0.191 -0.011 0.162
0.196 -0.175 0.036
0.018 0.031 0.339
-0.113 0.014 -0.010
-0.035 0.052 -0.126
0.109 -0.146 -0.239
0.527 -0.195 0.384
-0.050 0.075 -0.005
-0.135 0.023 0.000
0.058 -0.032 -0.043
0.081 -0.092 -0.051
0.468 -0.270 -0.187
-0.079 0.023 0.041
-0.041 0.276 -0.055
0.190 -0.080 -0.262
0.022 -0.035 -0.024
-0.002 0.007 0.006
-0.015 0.041 -0.012
-0.024 -0.006 -0.001
0.103 -0.054 0.081
0.055 -0.013 -0.010
-0.013 0.007 -0.033
-0.007 0.035 0.021
-0.002 -0.008 0.011
-0.023 -0.003 -0.005
0.052 -0.138 -0.163
-0.037 0.010 0.056
-0.063 0.179 -0.684
0.147 0.023 0.095
-0.326 -0.218 -0.207
0.182 0.116 0.058
-0.041 -0.012 0.007
-0.035 -0.022 -0.071
-0.008 -0.049 -0.002
-0.132 0.208 0.005
-0.008 -0.050 -0.021
-0.031 -0.043 0.018
0.010 0.039 0.000
-0.007 0.013 0.003
0.007 0.021 -0.011



Here is a molecular structure, C31H27Cl2N2O5W from the Open Molecules 2025 dataset. Energies are from ωB97M-V with the def2-TZVPD basis set.

* M: 762.3 g mol⁻¹
* net charge: +1
* calculated total energy: -72668.4166 eV
* relative energy (zero: lowest compared OMol25 entry of this formula, charge and spin): 12.0 kcal/mol
* LUMO energy: -4.564 eV
* spin multiplicity: 1
* Kohn-Sham gap: 6.5 eV
* HOMO: -11.061 eV

Atoms and positions in Å:
W: -0.3863 0.1367 0.5975
C: 3.5840 0.4215 1.2935
C: 2.8079 0.0674 0.0618
C: 3.0598 0.7068 -1.1331
C: 2.4793 0.2714 -2.3286
C: 2.7119 1.0240 -3.6015
C: 1.6790 -0.8648 -2.3190
C: 1.3828 -1.5254 -1.1366
C: 0.6396 -2.8317 -1.1750
C: 1.8656 -0.9957 0.0843
H: 3.7116 1.4995 1.3914
H: 4.5802 -0.0211 1.2190
H: 3.1191 0.0392 2.1978
H: 3.7486 1.5438 -1.1504
H: 1.9796 1.8335 -3.6697
H: 2.5847 0.3843 -4.4734
H: 3.7054 1.4698 -3.6263
H: 1.2844 -1.2487 -3.2538
H: 0.5597 -3.2796 -0.1882
H: 1.1792 -3.5232 -1.8238
H: -0.3613 -2.7067 -1.5885
H: 1.8102 -1.6170 0.9742
C: 1.6219 0.5308 4.8269
O: 2.3849 1.5898 4.2444
C: 1.7371 2.4351 3.3996
C: 1.9233 3.8011 3.5595
C: 1.3053 4.7168 2.7163
C: 0.4762 4.2882 1.6896
C: 0.3043 2.9251 1.5017
C: -0.5416 2.2857 0.4701
N: 0.0522 1.5834 -0.5956
N: -0.3840 1.6254 -1.8913
C: -1.0152 0.5149 -2.1408
O: -1.1952 -0.3514 -1.1575
C: -1.5569 0.2089 -3.4731
C: -1.4499 1.1443 -4.5011
C: -1.9451 0.8399 -5.7567
C: -2.5428 -0.3924 -5.9921
C: -2.6497 -1.3237 -4.9692
C: -2.1573 -1.0247 -3.7084
C: 0.9254 2.0178 2.3465
O: 0.6771 0.6995 2.0678
H: 2.1462 0.2427 5.7339
H: 1.5521 -0.3259 4.1561
H: 0.6185 0.8765 5.0837
H: 2.5557 4.1281 4.3743
H: 1.4661 5.7749 2.8709
H: -0.0140 4.9991 1.0374
H: -1.4984 2.7473 0.2385
H: -0.9819 2.0991 -4.3034
H: -1.8664 1.5643 -6.5562
H: -2.9266 -0.6262 -6.9764
H: -3.1153 -2.2823 -5.1543
H: -2.2371 -1.7416 -2.9022
Cl: -5.1136 -4.6547 3.7919
C: -3.8293 -3.7363 3.0933
C: -2.5345 -4.2962 3.0520
C: -1.4838 -3.6149 2.5009
Cl: 0.0914 -4.3105 2.4662
C: -1.6729 -2.3245 1.9510
O: -0.6914 -1.6978 1.3881
C: -2.9693 -1.7621 2.0384
C: -3.1952 -0.4487 1.6029
O: -2.3277 0.3610 1.1640
C: -4.0513 -2.4898 2.5990
H: -2.3691 -5.2837 3.4627
H: -4.2086 -0.0470 1.6555
H: -5.0386 -2.0489 2.6434

Forces on the atoms, in the same order (eV/Å):
0.422 0.027 0.302
-0.039 0.044 -0.022
-0.005 0.011 0.054
0.002 0.016 0.009
0.012 0.019 -0.005
-0.004 -0.002 0.012
-0.031 0.061 -0.004
-0.010 -0.193 -0.003
0.028 0.021 -0.006
0.018 -0.034 -0.090
0.007 0.006 0.005
-0.005 -0.001 0.005
-0.027 -0.007 0.033
-0.004 -0.001 -0.018
0.005 -0.002 0.001
0.004 0.001 -0.001
-0.004 0.002 -0.002
0.011 -0.002 -0.001
-0.002 0.000 -0.002
-0.005 -0.006 0.000
-0.003 0.010 -0.013
-0.030 0.015 0.014
-0.002 0.000 -0.021
-0.007 -0.003 -0.022
0.034 -0.070 0.043
-0.010 0.039 -0.005
-0.009 -0.024 -0.013
0.014 0.020 0.012
-0.058 0.061 -0.073
0.225 0.142 -0.266
-0.414 0.023 -0.010
0.087 0.105 0.035
-0.151 -0.030 -0.125
0.037 -0.009 -0.172
0.065 -0.025 0.056
0.012 -0.019 -0.008
0.005 0.018 -0.007
-0.007 -0.009 0.001
0.009 0.011 0.006
-0.012 0.008 0.004
0.038 0.004 0.020
0.096 -0.091 0.320
0.008 0.005 -0.003
-0.005 -0.001 -0.004
0.000 0.005 0.001
-0.004 0.015 -0.008
0.007 -0.004 0.011
0.002 -0.005 0.000
-0.044 -0.055 -0.003
-0.006 0.002 -0.013
0.000 -0.001 0.002
0.001 0.002 0.002
0.000 0.000 0.003
-0.008 -0.007 -0.014
0.061 0.018 -0.022
-0.014 -0.059 0.026
-0.040 -0.024 0.021
0.009 0.000 -0.034
-0.016 0.029 -0.006
-0.014 -0.082 0.038
-0.077 0.032 -0.087
-0.098 0.054 0.014
-0.013 -0.016 0.091
-0.046 -0.056 -0.082
0.006 -0.011 0.002
-0.014 0.005 0.001
-0.001 -0.014 0.038
0.016 0.029 -0.015



Here is a gas-phase ion, C9H11BrNO (charge +1) at a distorted geometry from the Open Molecules 2025 dataset. Energies are from ωB97M-V with the def2-TZVPD basis set.

* M: 229.1 g mol⁻¹
* net charge: +1
* calculated total energy: -83080.2662 eV
* ⟨S²⟩: 2.019
* LUMO energy (alpha / beta): -3.268 / -4.658 eV
* spin multiplicity: 3
* Kohn-Sham gap (alpha / beta): 7.8 / 8.4 eV
* HOMO (alpha / beta): -11.051 / -13.069 eV

Atoms and positions in Å:
C: -0.9880 -2.5799 -0.7102
C: 0.3387 -2.8047 -0.8265
C: -1.4290 -1.2883 -0.3661
C: 1.2996 -1.8805 -0.4687
C: -0.4867 -0.2599 -0.1207
C: 0.8777 -0.5497 -0.2498
C: -1.0175 1.0217 0.4151
C: 2.0091 0.4204 -0.0555
C: 0.0457 1.4944 1.5355
N: -0.9890 2.2401 -0.6096
O: -0.0339 0.6515 2.5943
Br: 2.2507 1.9470 -1.0312
H: -1.7637 -3.4028 -0.8526
H: 0.7288 -3.7942 -1.0826
H: -2.4536 -1.0670 -0.2159
H: 2.3520 -2.1751 -0.5786
H: -2.0620 1.0199 0.7154
H: 2.9674 -0.0978 -0.1539
H: 0.3892 2.5147 1.6433
H: -0.1103 2.3730 -1.3538
H: -0.8854 3.0789 -0.0585
H: -1.6817 2.3054 -1.3207
H: 0.6419 0.8329 3.1513

Forces on the atoms, in the same order (eV/Å):
-3.165 0.167 -0.042
1.957 -1.772 0.430
1.935 -0.068 0.173
-0.447 0.906 -1.095
-1.593 -1.297 -0.834
1.936 0.782 0.907
3.052 2.194 0.409
0.009 -2.830 -0.810
-2.939 -0.924 -0.936
3.691 -0.079 -2.032
-2.900 -0.311 -3.249
-0.258 1.415 -0.490
1.289 1.234 0.042
-0.424 0.205 0.006
-0.910 0.005 0.067
-0.476 0.460 0.283
0.047 -0.300 0.273
-0.221 0.097 0.679
-0.009 0.097 0.095
-1.564 -1.238 2.800
-0.610 0.576 0.138
-1.780 -0.079 0.027
3.378 0.760 3.158



Here is a single C23H24N2O5 molecule from the Open Molecules 2025 dataset. Energies are from ωB97M-V with the def2-TZVPD basis set.

* M: 408.5 g mol⁻¹
* net charge: 0
* calculated total energy: -37459.5054 eV
* relative energy (zero: lowest compared OMol25 entry of this formula, charge and spin): 19.2 kcal/mol
* LUMO energy: 0.297 eV
* spin multiplicity: 1
* structure (SMILES): Cc1cc(=O)oc2c3c(cc(OCC(=O)NCc4cccnc4)c12)OC(C)(C)CC3
* Kohn-Sham gap: 8.5 eV
* HOMO: -8.223 eV

Atoms and positions in Å:
C: 1.0248 4.2023 0.1255
C: 0.1079 3.2233 -0.5332
C: -0.4621 3.5455 -1.7203
C: -1.3861 2.6836 -2.4106
O: -1.8812 2.8938 -3.4921
O: -1.7324 1.5272 -1.7622
C: -1.1572 1.1453 -0.6001
C: -1.5624 -0.0992 -0.1199
C: -0.9543 -0.5927 1.0283
C: 0.0254 0.1639 1.6832
C: 0.3915 1.4109 1.2303
C: -0.1999 1.9447 0.0568
O: 1.3482 2.1689 1.8527
C: 2.2271 1.5195 2.7479
C: 2.9692 0.3609 2.0635
O: 3.2745 -0.6595 2.6354
N: 3.2520 0.6332 0.7731
H: 2.9018 1.5000 0.3903
C: 3.6178 -0.3845 -0.1909
C: 2.4685 -0.6090 -1.1383
C: 1.6262 -1.7086 -1.0202
N: 0.5960 -1.9270 -1.8174
C: 0.3375 -1.0453 -2.7681
C: 1.0876 0.1047 -2.9610
C: 2.1718 0.3223 -2.1288
H: 2.7904 1.2013 -2.2538
H: 0.8294 0.8063 -3.7388
H: -0.5074 -1.2727 -3.4036
H: 1.7943 -2.4521 -0.2519
H: 3.8482 -1.2902 0.3735
H: 4.5087 -0.0587 -0.7384
H: 1.7161 1.1481 3.6419
H: 2.9456 2.2864 3.0520
H: 0.4756 -0.2833 2.5528
O: -1.2176 -1.7899 1.5681
C: -2.2951 -2.5731 1.0305
C: -1.9459 -4.0222 1.3694
H: -1.7882 -4.1223 2.4398
H: -1.0333 -4.3137 0.8568
H: -2.7519 -4.6827 1.0639
C: -3.5901 -2.1614 1.7384
H: -4.4349 -2.7008 1.3194
H: -3.7626 -1.0933 1.6337
H: -3.5167 -2.3898 2.7989
C: -2.3858 -2.3881 -0.4871
C: -2.5844 -0.9207 -0.8491
H: -2.4707 -0.7725 -1.9229
H: -3.5910 -0.5839 -0.5857
H: -3.2028 -2.9949 -0.8763
H: -1.4488 -2.7306 -0.9329
H: -0.2526 4.4844 -2.2079
H: 1.0132 5.1451 -0.4158
H: 2.0465 3.8272 0.1469
H: 0.7198 4.3742 1.1546

Forces on the atoms, in the same order (eV/Å):
0.016 0.199 -0.065
-0.160 0.151 -0.488
0.244 0.032 0.396
-0.131 0.261 -0.597
0.126 -0.134 0.359
-0.163 -0.128 0.007
0.519 -0.134 0.836
-0.214 -0.172 -0.064
0.137 0.793 -0.332
0.100 0.015 0.252
-0.408 -0.277 -0.213
-0.163 -0.226 0.006
-0.189 0.105 -0.150
0.097 -0.251 0.259
-0.115 0.488 0.053
-0.001 -0.284 0.253
0.224 0.305 -0.309
-0.063 -0.108 0.153
0.000 -0.118 -0.008
0.014 0.014 -0.113
0.339 0.169 0.090
-0.237 -0.411 -0.055
0.006 0.188 -0.204
0.050 0.018 0.052
-0.058 -0.233 0.024
0.070 0.098 -0.033
-0.045 0.056 -0.101
-0.093 0.068 -0.108
0.103 -0.042 0.145
0.057 0.092 -0.107
-0.064 -0.144 0.074
0.068 -0.034 -0.149
-0.077 -0.125 -0.002
0.095 -0.027 0.153
0.207 -0.062 0.114
-0.599 -0.601 -0.227
0.057 0.470 -0.046
-0.010 -0.043 0.129
0.093 -0.056 -0.075
-0.104 -0.076 -0.036
0.416 0.036 -0.062
-0.110 -0.053 -0.057
-0.079 0.113 -0.021
-0.013 -0.014 0.102
0.091 0.186 0.188
0.052 -0.138 -0.027
-0.076 -0.012 0.009
-0.025 0.007 -0.085
-0.021 -0.070 0.033
-0.087 -0.067 0.018
-0.001 0.071 -0.023
0.000 0.031 -0.042
0.059 0.024 0.059
0.065 0.050 0.033